1.
10
Properties=species:S:1:pos:R:3:forces:R:3 method="wB97M-V/def2-TZVPD" relative_energy_ev=2.094 gap_ev=11.9616 e_tot_ev=-4688.0226 e_lumo_ev=-5.15 multiplicity=1 charge=+1 e_homo_ev=-17.11 smiles="C[N+]1=CC1" largest_force_ev_per_a=2.839
H -0.987 -1.260 -1.636 -1.264 -1.574 -0.968
H -0.312 0.771 1.585 -0.102 0.195 1.163
C -0.057 -0.242 1.333 1.335 -0.413 2.440
H 1.342 0.749 -1.543 -0.671 -0.274 1.095
H -0.620 -1.042 1.704 -1.760 -0.723 0.620
H -0.119 1.647 -0.896 -1.061 1.440 -0.469
H 0.923 -0.579 1.659 0.602 0.806 0.207
N -0.061 -0.218 -0.014 1.022 -0.271 -2.635
C 0.334 0.723 -1.060 1.460 -1.045 -1.258
C -0.442 -0.550 -1.131 0.440 1.859 -0.195

2.
171
Properties=species:S:1:pos:R:3:forces:R:3 method="wB97M-V/def2-TZVPD" gap_ev=11.3167 e_tot_ev=-186404.0424 e_lumo_ev=-3.26 multiplicity=1 charge=+2 e_homo_ev=-14.58 largest_force_ev_per_a=5.011
H 1.671 -1.768 -5.784 -0.712 -0.372 -0.625
H 1.252 0.747 8.773 -1.301 -0.751 2.095
C 0.311 -1.279 -7.448 1.154 -1.619 1.377
C 1.672 1.012 4.670 -0.243 -1.326 1.134
H -5.247 -7.639 -0.542 0.197 0.928 0.092
F -1.251 -0.321 -2.181 0.124 0.325 -1.091
F -1.775 -1.133 4.229 0.350 -0.299 -0.077
H -6.425 0.160 3.693 -0.105 -0.592 0.204
O 0.372 -1.104 -8.592 -0.092 0.693 -2.914
H -3.398 -3.957 0.705 0.521 -0.293 -0.475
F -0.569 -1.683 -4.047 -0.611 0.337 0.491
C 4.849 3.879 -3.770 0.376 -1.382 0.271
C -2.057 -0.351 -7.408 0.772 -0.747 -1.551
H 5.039 4.312 -6.319 -0.255 0.366 0.146
C 3.896 1.597 6.868 1.382 -0.143 -1.147
F -3.194 3.220 2.316 0.616 0.172 0.297
H 0.883 0.460 4.183 -0.156 -0.303 -0.189
H 0.762 -2.244 5.742 0.226 0.104 -0.287
H -6.929 1.791 3.180 0.586 -0.816 -0.074
N -0.733 -0.568 -6.710 -1.215 0.594 -0.016
H -2.823 -6.156 1.765 0.033 -0.295 0.327
H -0.385 -6.570 1.051 0.061 0.418 -0.111
C 1.541 -0.231 6.873 1.058 0.112 0.770
C -3.277 3.488 -3.389 0.511 -1.154 1.568
F 0.585 2.118 -2.963 0.308 -0.061 -1.306
F 1.455 0.577 -4.515 -0.839 -1.630 0.698
O 1.125 -3.071 0.057 0.248 -1.229 -0.127
H 5.116 5.592 0.122 0.315 0.618 0.771
H 1.932 -2.698 -7.315 -0.338 0.513 0.003
P 4.289 0.304 0.916 -1.712 -1.594 2.703
H -4.128 3.559 -5.340 0.783 0.172 0.405
H -0.902 -0.929 -5.769 0.180 -0.227 0.446
C 1.323 -2.242 -0.752 0.081 0.400 -0.106
H 3.476 2.592 -1.671 -0.406 0.827 0.080
F -2.532 3.861 0.246 0.198 -0.375 -0.586
H -1.056 5.153 -3.685 0.540 0.148 0.621
C 3.165 1.300 8.134 0.565 1.281 1.654
F -2.465 -2.991 -3.665 -0.175 1.411 0.226
H -3.136 2.374 5.878 -0.441 0.684 0.815
C 4.358 5.642 -0.628 0.578 -1.076 0.619
H -1.257 2.953 -3.214 0.386 -0.378 0.715
H 0.473 -1.522 4.164 0.291 -0.516 0.309
H -4.595 -5.892 -2.327 -0.132 -0.454 -0.633
H 4.454 6.019 -2.667 -0.167 0.563 -1.256
O -5.258 3.177 4.437 1.732 -2.243 0.110
C -5.564 -4.186 -1.507 -0.471 2.153 1.019
C -5.339 -6.684 0.023 -0.979 -0.424 0.622
F -2.966 -1.513 2.331 -0.543 -0.065 0.037
H -3.517 -4.572 -1.966 0.042 -0.033 0.437
H 5.846 3.296 -0.458 -0.557 0.194 0.540
H 3.922 4.339 -4.089 -0.004 0.394 -0.090
C 1.556 -3.396 4.153 0.239 0.712 -3.807
H 4.703 2.795 -4.066 0.523 1.099 0.613
H -3.031 4.892 -4.874 -0.166 1.397 -0.144
F 4.304 1.850 1.330 -0.037 0.213 -0.195
P 0.802 2.005 -4.621 0.143 0.247 0.179
H 1.854 -1.208 7.277 0.191 0.481 0.062
H 3.778 3.850 0.474 -0.445 0.432 -1.079
F 2.290 2.558 -4.499 -0.097 1.289 0.016
C -1.403 4.962 -2.666 -2.208 0.266 -0.457
C 6.024 4.195 -5.873 0.250 0.654 -1.191
N 2.360 -0.009 5.633 0.208 0.928 -0.835
H 2.925 -1.035 3.822 -0.673 0.060 0.768
F -2.930 1.635 0.790 0.696 0.188 -0.614
H -2.653 1.800 4.390 0.530 -0.771 -0.214
C -0.211 -0.943 0.760 -0.290 2.033 -0.203
C 3.509 3.703 -1.734 -0.445 -1.238 0.844
C -4.433 -5.079 -1.649 1.230 -1.236 -0.446
H -2.228 3.431 -5.221 -1.664 0.216 0.397
H -4.844 -2.595 -0.064 -0.359 1.057 -0.360
H 0.130 -1.331 1.724 0.340 0.088 -0.571
H -5.540 -3.451 -2.305 -0.357 0.091 0.000
H -0.317 0.336 -6.600 0.489 1.303 0.604
H 0.312 -0.451 -1.159 0.820 0.121 0.424
F -3.150 -1.468 -1.981 0.060 -0.551 -0.755
H -0.604 0.114 0.852 0.649 -1.249 0.147
F 2.716 0.200 1.420 -0.216 0.498 0.488
C 5.029 5.484 -1.964 1.272 -0.710 1.437
C 6.082 4.505 -4.391 -0.228 -0.585 -0.561
C -2.968 -6.429 -0.275 1.909 1.309 -0.357
H -3.223 -7.840 1.272 0.419 0.560 0.155
H 0.785 -3.716 3.430 0.201 0.124 0.447
H -6.458 -4.773 -1.531 -0.814 0.150 -0.125
H 2.760 4.055 -2.450 0.241 -0.080 0.061
F 4.796 -0.116 2.465 -0.740 0.483 -1.019
C 1.173 -2.227 -6.675 0.249 -0.109 0.673
H 2.348 1.338 3.920 0.863 0.315 -0.417
C -3.462 1.712 5.112 1.798 -0.899 0.460
H -0.908 -8.172 0.508 0.305 0.207 0.407
P -1.910 2.813 1.334 -2.128 -0.783 -0.602
H 6.968 3.986 -3.995 -0.077 0.674 0.128
H -4.534 -4.780 1.591 -0.888 -0.478 1.454
H 6.941 3.338 -1.738 0.030 0.248 -0.806
H 6.713 4.807 -6.458 -0.108 0.283 0.187
F 0.951 1.841 -6.252 -0.513 0.416 0.233
H -6.243 -3.574 0.527 -0.685 0.650 -0.040
F -1.037 -2.532 -1.976 -0.488 0.134 -0.027
C -4.356 -4.456 0.616 0.898 -0.421 -1.347
H -4.640 2.040 2.306 0.263 0.403 -0.614
H 3.731 0.579 8.725 -0.284 -0.584 -0.151
H 3.163 2.162 8.825 0.048 -0.040 -0.449
H -2.334 5.558 -2.523 0.677 -0.173 -0.029
C -6.277 0.908 2.944 -0.649 2.624 1.727
H 2.503 -3.371 3.542 -0.761 0.114 0.561
F 5.742 0.330 0.452 2.207 0.443 -1.041
C 5.907 3.123 -1.515 -0.644 1.309 -0.406
C -4.545 2.197 4.343 -4.054 2.697 -1.186
N -4.253 -5.696 -0.304 0.073 -0.046 0.373
F -1.088 3.965 1.955 1.250 0.878 0.543
N 0.831 -0.870 -0.357 -1.386 -0.519 0.359
F 3.709 0.614 -0.557 -0.032 0.936 -0.810
C -1.085 -7.368 1.245 -1.255 -0.631 -0.876
C 3.418 4.462 -0.400 1.259 -1.492 0.367
H 2.371 -3.162 -2.491 -0.071 0.759 1.096
F -1.360 1.755 2.404 0.200 0.020 0.323
H 1.666 -4.142 4.836 0.337 -2.074 2.083
F -4.037 -3.318 3.387 0.271 0.287 -0.922
H 4.179 -0.534 6.605 -0.380 0.826 -0.633
H -0.792 5.207 -1.827 0.914 -0.160 0.188
H -6.544 0.613 1.974 0.111 -0.709 -1.354
C 2.077 -2.174 -2.045 0.542 -0.882 -0.436
H -2.141 3.187 -1.735 0.653 -0.171 0.545
C 1.227 -2.073 4.762 -1.294 0.634 -0.442
H 6.098 5.607 -4.253 0.217 -0.822 0.110
P -1.911 -1.584 -3.002 1.695 -2.132 1.240
F -3.982 -1.303 4.423 -0.237 -0.087 -0.149
C -2.591 -6.952 1.050 0.514 -0.567 2.164
H 0.481 -3.028 -6.384 0.225 0.062 0.484
H -2.192 -5.740 -0.650 -0.319 0.069 0.265
C 2.479 -1.274 4.824 1.014 -0.027 0.050
P -2.843 -2.276 3.764 0.432 -0.293 -0.416
H 5.652 2.108 -1.696 -0.169 -0.775 -0.340
H -3.566 0.688 5.501 0.037 0.259 -0.532
H -4.297 0.526 2.882 0.288 0.749 0.370
C 1.727 0.952 7.888 0.378 -0.977 -3.224
H 2.443 4.796 -0.143 -0.953 0.058 -0.084
H 4.303 0.364 5.055 0.458 0.262 -0.177
H -2.960 -7.222 -0.972 -0.585 -0.841 -1.094
C 3.804 0.348 6.012 -0.670 -0.620 0.190
H -2.048 0.366 -8.271 0.440 -0.476 1.244
F -0.748 1.469 -4.720 0.331 -0.691 0.004
F -2.565 -0.674 -4.097 -0.785 0.510 -0.318
F 0.150 3.479 -4.806 0.670 0.276 0.084
H 3.765 6.498 -0.585 -0.335 1.838 0.218
F -1.660 -3.213 3.117 -0.379 0.528 -0.724
N 4.867 4.020 -2.257 0.689 -0.340 -0.639
H 5.022 1.773 6.964 -1.597 0.100 0.211
H 1.190 1.771 7.425 0.050 0.587 0.108
H 6.308 3.209 -6.170 0.232 -1.006 0.427
N -4.865 1.384 3.037 -0.046 -1.829 0.433
H -6.350 -6.264 -0.135 0.734 -0.075 -0.084
H -1.037 -1.521 0.390 -0.140 -0.471 -0.133
H 0.549 -0.398 6.516 -0.891 0.347 0.122
H 1.436 -1.760 -2.826 0.078 0.557 0.257
F -2.615 -3.124 5.054 -0.106 0.238 1.987
H 3.427 2.445 6.351 0.350 -0.044 0.034
H -5.295 -6.947 1.098 0.220 0.297 -0.626
C -3.209 3.854 -4.791 1.077 -1.302 -1.634
H 6.121 5.742 -1.941 -1.202 -0.060 -0.311
N -1.870 3.541 -2.650 -1.624 0.782 -1.388
H -2.311 -1.316 -7.825 -0.233 -0.186 -0.121
F 4.138 -1.244 0.550 0.294 -0.999 -0.055
H -2.750 -0.131 -6.643 -0.764 0.600 0.673
H 1.158 1.812 5.166 0.339 0.460 0.602
H 1.688 -0.396 -0.055 -0.208 0.772 0.014
H 2.969 -1.536 -1.819 -0.622 -0.460 -0.508
C -5.356 -3.528 -0.074 0.207 -1.975 -0.338
H -0.886 -7.759 2.251 -0.309 0.118 -0.323
H 3.246 -1.863 5.317 0.128 -0.134 0.232
F -0.741 2.395 0.273 -0.555 0.143 0.274
O -4.155 3.076 -2.714 -0.048 0.295 -0.351

3.
132
Properties=species:S:1:pos:R:3:forces:R:3 method="wB97M-V/def2-TZVPD" gap_ev=7.7044 e_tot_ev=-95245.3701 e_lumo_ev=-2.83 multiplicity=1 charge=+1 e_homo_ev=-10.53 largest_force_ev_per_a=1.133
C 4.680 6.135 7.162 0.114 0.000 -0.090
H -3.703 -1.627 -1.486 -0.240 -0.078 0.193
H -2.913 -5.800 -3.495 -0.015 -0.218 -0.134
H -3.370 4.858 -7.402 -0.001 0.022 0.008
C -4.404 4.965 -7.066 0.132 -0.091 -0.048
O -4.789 3.021 -5.766 0.147 -0.155 0.009
H -2.511 -8.249 -6.452 -0.006 0.014 0.068
H -3.665 4.601 -5.038 -0.003 -0.062 0.026
H -0.449 -5.862 7.634 0.032 -0.010 0.008
H 0.247 2.772 5.088 -0.006 0.004 -0.016
H -1.147 -4.321 7.123 -0.001 -0.004 0.014
O 6.128 7.802 4.214 0.030 -0.001 -0.038
H 0.691 -2.562 5.911 0.025 -0.023 -0.070
H -5.540 -6.583 -5.725 -0.043 0.045 -0.019
C -0.212 -4.835 7.361 -0.058 0.130 -0.018
C 2.160 -1.266 -2.152 0.171 0.037 0.262
H -1.190 1.809 -4.148 0.086 0.069 0.160
H -5.078 3.971 -8.913 0.025 -0.006 -0.001
H 2.561 -2.659 2.472 0.017 0.015 -0.055
H -3.392 -7.334 -8.882 0.010 0.021 -0.003
H 0.219 -4.039 -0.513 0.036 0.027 -0.022
H -4.954 -3.260 -2.455 -0.202 -0.119 -0.029
C 1.760 -3.329 2.155 -0.017 -0.137 0.038
C 4.189 4.722 6.877 -0.093 -0.012 0.062
C 7.684 8.905 2.814 0.076 0.014 0.092
H 2.801 -1.632 -1.366 0.080 -0.117 0.069
C 6.283 8.972 3.404 -0.081 -0.034 -0.066
H -4.583 -5.419 -1.601 -0.140 -0.077 -0.078
C -3.856 -7.303 -7.898 -0.090 -0.072 0.046
H 7.398 7.019 1.802 0.007 -0.013 0.007
H 2.341 -3.210 6.019 0.018 0.045 0.044
N -4.209 -0.002 -3.894 0.932 0.237 0.163
H 6.788 5.885 3.825 -0.055 0.013 0.032
C 1.082 2.721 4.385 -0.130 0.014 0.057
H -4.207 2.172 -7.557 -0.022 0.010 -0.050
C -0.500 -3.412 1.456 0.087 -0.173 0.078
H 5.519 8.953 2.618 0.020 0.050 -0.020
C 1.322 -3.317 6.396 -0.084 0.139 -0.003
C 0.801 0.523 -3.038 -0.017 -0.362 -0.093
C -4.554 4.435 -5.649 -0.105 0.068 0.096
O -1.759 0.077 -0.540 0.074 0.235 -0.137
P -2.625 -0.004 -3.334 0.286 -0.044 -0.311
H 0.313 -2.290 -0.216 -0.102 -0.008 -0.026
H -2.000 0.192 0.391 0.276 -0.298 0.204
H 1.931 0.672 -1.246 0.174 0.037 0.177
H -2.385 -2.746 -1.189 0.116 -0.062 0.224
O -3.482 -6.603 -5.668 -0.024 0.088 -0.095
O -0.503 0.056 -5.051 0.108 -0.097 0.353
C 0.536 -4.086 8.458 0.097 -0.060 0.012
H -0.719 -4.464 1.654 -0.022 0.007 -0.022
C 7.898 7.399 2.696 -0.076 -0.014 -0.095
H 4.865 6.311 8.221 -0.032 -0.010 0.012
Cl -1.618 2.744 -1.743 0.059 -0.047 -0.098
H -1.448 -2.887 1.331 -0.009 0.021 -0.009
H -1.163 -1.700 -2.677 0.182 0.071 -0.130
H 1.218 -4.750 8.997 -0.045 -0.032 0.017
C 3.155 6.171 5.359 0.119 0.015 -0.173
C 0.413 -3.282 0.246 0.020 0.141 -0.115
H 1.303 2.180 2.292 -0.025 0.061 0.000
H -6.352 4.325 -7.742 -0.003 -0.018 -0.013
H 3.133 2.064 4.426 0.011 0.020 0.033
H 0.411 1.520 -2.949 0.063 0.183 -0.019
C 0.429 -0.314 -4.078 0.160 -0.211 -0.124
H 5.003 4.010 6.733 -0.025 -0.028 -0.045
C 0.931 -1.607 -4.176 0.080 0.148 0.046
H -2.183 -2.272 -3.975 -0.046 0.068 -0.256
C 1.800 -2.094 -3.209 -0.446 0.564 -0.248
N -1.279 -5.147 -2.318 -0.298 0.049 0.094
H -4.404 0.921 -4.281 -0.581 0.004 -0.168
O 0.932 0.539 3.480 -0.045 0.029 -0.061
C -2.626 -5.726 -2.448 -0.310 0.237 0.116
C -5.073 2.699 -7.138 0.085 -0.086 -0.024
H -4.245 -0.708 -4.624 -0.464 0.076 -0.122
H -4.495 -8.181 -7.794 0.013 -0.008 -0.006
C -5.309 4.020 -7.851 -0.120 0.067 0.062
H 2.387 2.054 6.024 -0.016 0.021 0.005
H -3.258 -4.666 -0.734 -0.142 0.166 0.223
C -3.069 -2.384 -1.941 0.104 0.097 -1.124
H 2.516 -0.256 4.546 -0.034 -0.030 -0.060
H 8.407 9.333 3.511 -0.008 0.012 -0.005
H -0.607 -5.861 -2.083 0.177 0.007 -0.121
H 8.945 7.105 2.650 0.009 0.012 0.021
C 7.197 6.889 3.947 0.040 0.017 0.108
C 3.549 6.979 6.585 -0.107 0.003 0.117
C 1.706 0.462 4.686 -0.081 -0.019 0.127
H 7.874 6.886 4.808 0.036 -0.037 -0.028
C 0.379 -2.834 2.561 -0.055 0.205 -0.035
H -5.412 4.885 -5.143 0.015 0.028 -0.001
H 2.136 -3.113 -3.292 0.220 -0.121 0.148
H -0.130 -3.614 9.180 0.030 0.054 -0.001
H 6.122 9.858 4.019 -0.029 -0.031 0.045
C 2.205 1.872 4.967 0.085 -0.046 -0.123
H 0.296 -4.846 5.216 -0.012 -0.007 0.002
H -4.682 6.013 -7.153 -0.027 0.001 0.008
H -5.658 -6.049 -8.082 -0.009 -0.021 0.006
H -0.364 2.035 2.889 -0.023 -0.051 0.001
H 1.387 3.737 4.145 0.058 -0.010 0.019
H -2.663 -6.733 -2.041 0.193 -0.123 0.100
H -3.682 -3.749 -3.545 0.046 0.120 -0.220
P -2.733 1.064 -1.374 -0.870 0.251 0.400
H -4.130 -5.164 -8.025 -0.013 0.001 0.002
H 1.058 0.101 5.491 0.042 -0.002 0.025
C -2.186 -1.712 -3.045 0.180 -0.055 0.924
H -1.954 -6.675 -7.050 0.006 -0.033 -0.040
H -4.769 -4.986 -5.716 0.033 -0.012 0.043
H 2.103 6.290 5.095 -0.015 -0.090 0.014
O 3.412 4.796 5.677 -0.008 0.047 0.034
H 0.600 -2.228 -4.993 -0.026 -0.085 -0.167
C -2.837 -7.258 -6.768 0.076 0.067 -0.024
C -3.909 -3.555 -2.499 -0.007 0.218 0.844
H 7.769 9.437 1.867 -0.013 -0.011 -0.013
O 1.311 -3.076 7.802 -0.057 -0.075 -0.023
H -2.166 1.133 -5.408 -0.159 -0.104 -0.130
C -4.665 -6.035 -7.638 0.088 0.087 -0.029
C -3.659 -4.860 -1.727 0.129 -0.201 -0.347
H 1.557 -5.457 6.292 -0.001 0.001 -0.021
C -1.534 0.866 -4.565 -0.046 -0.025 -0.328
H -1.005 -4.718 -3.188 0.262 -0.101 -0.085
H 3.546 4.354 7.685 0.045 0.002 0.036
H 3.844 7.997 6.341 0.049 -0.020 -0.042
O 1.752 -3.415 0.725 -0.039 0.027 0.047
H 0.094 -3.152 3.563 0.004 -0.023 0.001
H 3.768 6.444 4.495 -0.007 0.089 0.027
H 2.716 7.022 7.291 0.001 0.005 -0.007
H 5.604 6.332 6.615 -0.012 0.011 -0.008
H -5.936 2.034 -7.179 0.000 -0.010 0.072
C -4.700 -6.000 -6.117 -0.047 -0.139 0.028
C 0.687 1.911 3.159 0.141 -0.013 -0.039
H 0.349 -1.743 2.531 0.044 0.003 0.067
H 1.962 -4.327 2.560 0.005 0.022 0.039
C 1.675 0.032 -2.072 -0.205 -0.238 -0.256
C 0.762 -4.715 6.193 0.063 -0.149 0.009